[1]
{
  "formula": "C18H20AsAuN2O6S",
  "method": "wB97M-V/def2-TZVPD",
  "de_lowest_kj_mol": 113.2,
  "homo_energy_ev": [-9.06, -9.06],
  "largest_force_ev_per_a": 2.9,
  "gap_ev": [5.804, 5.801],
  "elements": ["Au", "O", "As", "O", "O", "C", "C", "C", "C", "C", "C", "S", "O", "O", "O", "H", "H", "H", "H", "H", "C", "C", "C", "C", "N", "N", "C", "H", "H", "H", "H", "H", "H", "H", "H", "C", "C", "C", "C", "C", "C", "C", "H", "H", "H", "H", "H", "H", "H"],
  "positions_angstrom": [[0.341, 1.354, 1.230], [3.915, -1.183, 2.333], [2.234, -0.963, 2.028], [1.405, -1.834, 3.115], [1.954, 0.666, 2.272], [1.912, -1.756, 0.276], [1.587, -3.106, 0.284], [1.374, -3.761, -0.918], [1.473, -3.065, -2.115], [1.809, -1.720, -2.112], [2.035, -1.081, -0.909], [2.699, 0.583, -0.879], [3.689, 0.573, 0.168], [3.181, 0.847, -2.207], [1.519, 1.482, -0.612], [4.335, -0.496, 1.799], [1.523, -3.625, 1.234], [1.134, -4.814, -0.923], [1.310, -3.572, -3.053], [1.920, -1.147, -3.019], [-1.980, -3.993, 1.456], [-1.651, -2.704, 0.803], [-1.937, -2.223, -0.462], [-1.377, -0.939, -0.515], [-0.807, -0.665, 0.654], [-0.990, -1.728, 1.449], [-1.351, 0.018, -1.646], [-2.179, -4.758, 0.710], [-2.867, -3.877, 2.078], [-1.158, -4.313, 2.092], [-2.462, -2.727, -1.248], [-0.464, -1.793, 2.328], [-1.144, -0.510, -2.574], [-0.582, 0.770, -1.480], [-2.314, 0.517, -1.746], [-1.297, 2.604, 1.906], [-1.294, 3.434, 0.742], [-0.355, 4.483, 0.609], [-0.304, 5.238, -0.537], [-1.193, 4.990, -1.578], [-2.157, 3.995, -1.449], [-2.215, 3.228, -0.309], [-2.165, 1.981, 2.066], [-0.902, 3.046, 2.810], [0.333, 4.663, 1.421], [0.432, 6.020, -0.636], [-1.144, 5.576, -2.483], [-2.857, 3.823, -2.254], [-2.968, 2.460, -0.198]],
  "lowdin_charge": [1.057, -0.203, 0.811, -0.461, -0.548, -0.261, -0.088, -0.069, -0.064, -0.054, -0.286, 0.476, -0.328, -0.299, -0.466, 0.025, 0.108, 0.106, 0.105, 0.114, -0.010, -0.303, 0.020, -0.341, -0.001, 0.053, -0.027, 0.084, 0.085, 0.085, 0.112, 0.123, 0.087, 0.049, 0.072, -0.060, -0.310, -0.011, -0.044, -0.021, -0.051, -0.024, 0.082, 0.084, 0.126, 0.116, 0.117, 0.115, 0.120]
}



[2]
{
  "formula": "C17H24N2O2",
  "method": "wB97M-V/def2-TZVPD",
  "smiles": "CC(C)C[C@@H](/N=C1\\NC(C)(C)Cc2ccccc21)C(=O)O",
  "de_lowest_kj_mol": 42.0,
  "homo_energy_ev": -8.83,
  "largest_force_ev_per_a": 0.6,
  "gap_ev": 9.480,
  "elements": ["C", "C", "C", "C", "C", "N", "C", "N", "C", "C", "C", "C", "C", "C", "C", "C", "C", "C", "C", "O", "O", "H", "H", "H", "H", "H", "H", "H", "H", "H", "H", "H", "H", "H", "H", "H", "H", "H", "H", "H", "H", "H", "H", "H", "H"],
  "positions_angstrom": [[-2.410, -2.797, -0.157], [-2.251, -1.440, -0.837], [-3.012, -1.410, -2.160], [-2.745, -0.306, 0.066], [-2.022, -0.227, 1.424], [-0.621, -0.599, 1.430], [0.263, 0.070, 0.784], [0.057, 1.215, 0.092], [1.057, 1.864, -0.737], [1.169, 1.137, -2.084], [0.621, 3.312, -0.954], [2.391, 1.811, 0.016], [2.699, 0.408, 0.446], [3.997, -0.076, 0.488], [4.255, -1.370, 0.905], [3.210, -2.198, 1.284], [1.911, -1.729, 1.245], [1.648, -0.428, 0.830], [-2.182, 1.156, 2.057], [-2.839, 2.051, 1.601], [-1.477, 1.306, 3.188], [-2.106, -3.594, -0.832], [-3.448, -2.962, 0.125], [-1.790, -2.846, 0.733], [-1.186, -1.285, -1.044], [-2.643, -2.185, -2.828], [-2.895, -0.448, -2.654], [-4.073, -1.580, -1.990], [-3.810, -0.440, 0.267], [-2.645, 0.645, -0.462], [-2.502, -0.940, 2.113], [-0.885, 1.563, 0.008], [1.882, 1.643, -2.730], [1.501, 0.112, -1.935], [0.202, 1.118, -2.582], [1.379, 3.856, -1.511], [0.467, 3.809, 0.002], [-0.311, 3.349, -1.515], [2.319, 2.445, 0.906], [3.192, 2.204, -0.611], [4.813, 0.568, 0.191], [5.271, -1.734, 0.931], [3.410, -3.209, 1.606], [1.079, -2.351, 1.530], [-0.939, 0.514, 3.355]],
  "lowdin_charge": [-0.071, -0.434, -0.078, -0.131, -0.267, 0.095, -0.304, 0.158, -0.540, -0.012, -0.023, -0.074, -0.169, -0.033, -0.077, -0.076, -0.012, -0.094, -0.508, 0.115, 0.120, 0.077, 0.083, 0.064, 0.123, 0.075, 0.073, 0.080, 0.131, 0.106, 0.151, 0.124, 0.086, 0.086, 0.083, 0.088, 0.091, 0.087, 0.138, 0.128, 0.112, 0.103, 0.102, 0.107, 0.115]
}



[3]
{
  "formula": "C6H8GdLiO6",
  "method": "wB97M-V/def2-TZVPD",
  "multiplicity": 8,
  "de_lowest_kj_mol": 237.7,
  "total_charge": 2,
  "homo_energy_ev": [-17.94, -14.42],
  "largest_force_ev_per_a": 6.4,
  "gap_ev": [8.542, 3.519],
  "elements": ["O", "C", "C", "O", "O", "C", "H", "H", "H", "H", "O", "C", "C", "O", "O", "C", "H", "H", "H", "H", "Li", "Gd"],
  "positions_angstrom": [[-1.383, 1.310, -2.032], [-1.127, 0.335, -1.198], [-0.287, 1.607, -2.922], [-1.971, -0.067, -0.382], [0.043, -0.183, -1.328], [0.922, 1.787, -2.013], [-0.539, 2.543, -3.429], [-0.104, 0.773, -3.609], [0.787, 2.794, -1.595], [1.784, 1.821, -2.691], [2.028, 0.557, 1.340], [1.668, 1.682, 0.642], [1.315, 0.230, 2.537], [2.048, 1.509, -0.564], [0.468, -1.597, 1.217], [0.975, -1.253, 2.469], [0.403, 0.842, 2.571], [1.940, 0.454, 3.412], [0.278, -1.484, 3.292], [1.890, -1.852, 2.625], [1.582, -0.788, -0.142], [-1.432, -2.003, 0.440]],
  "mulliken_spin": [-0.006, 0.222, 0.014, -0.054, -0.016, 0.006, 0.002, -0.002, -0.012, 0.001, 0.138, 0.610, 0.023, 0.234, -0.154, 0.042, -0.025, -0.005, 0.017, -0.009, 0.026, 5.948]
}



[4]
{
  "formula": "C4H6N8Si",
  "method": "wB97M-V/def2-TZVPD",
  "de_lowest_kj_mol": 332.7,
  "total_charge": -2,
  "homo_energy_ev": [-1.37, -1.38],
  "largest_force_ev_per_a": 3.7,
  "gap_ev": [7.267, 7.277],
  "elements": ["C", "C", "C", "C", "N", "N", "N", "N", "N", "N", "N", "N", "Si", "H", "H", "H", "H", "H", "H"],
  "positions_angstrom": [[-0.407, 2.661, 0.140], [3.464, 0.801, 0.131], [0.241, 0.481, -1.862], [-0.172, -0.541, 1.054], [-1.078, 3.056, 1.232], [4.400, 1.569, 0.626], [-0.478, 3.629, -0.819], [3.981, -0.347, -0.381], [-1.572, 4.258, 0.899], [5.522, 0.929, 0.396], [-1.167, 4.569, -0.301], [5.294, -0.242, -0.201], [0.407, 1.020, -0.058], [-0.653, 0.493, -2.536], [1.001, 0.821, -2.446], [0.389, -0.606, -1.767], [0.714, -1.289, 1.561], [-0.781, -0.189, 1.865], [-0.809, -1.226, 0.495]],
  "lowdin_charge": [-0.576, -0.393, -0.258, -0.251, -0.083, -0.164, -0.084, -0.174, -0.171, -0.232, -0.194, -0.217, 0.764, 0.034, -0.037, 0.007, 0.090, -0.037, -0.023]
}



[5]
{
  "formula": "C16H12BN10O4RhS3",
  "method": "wB97M-V/def2-TZVPD",
  "multiplicity": 2,
  "total_charge": -1,
  "homo_energy_ev": [-5.15, -5.55],
  "largest_force_ev_per_a": 0.3,
  "gap_ev": [7.409, 6.053],
  "elements": ["Rh", "C", "C", "N", "N", "C", "B", "N", "C", "C", "C", "N", "N", "C", "C", "C", "N", "N", "C", "C", "C", "N", "H", "H", "H", "H", "H", "H", "H", "H", "H", "H", "H", "H", "S", "C", "C", "N", "C", "S", "C", "N", "O", "S", "O", "O", "O"],
  "positions_angstrom": [[-0.488, 0.841, -1.087], [-2.939, 0.238, 2.337], [-2.736, 0.712, 1.035], [-1.527, 0.360, 0.630], [-0.924, -0.329, 1.629], [-1.769, -0.408, 2.674], [0.567, -0.670, 1.447], [0.738, -1.507, 0.149], [1.282, -2.727, -0.007], [1.210, -3.065, -1.342], [0.591, -1.970, -1.953], [0.311, -1.052, -1.042], [1.320, 0.684, 1.275], [2.073, 1.425, 2.111], [2.263, 2.669, 1.550], [1.549, 2.631, 0.348], [0.998, 1.438, 0.205], [1.169, -1.467, 2.592], [2.480, -1.627, 2.899], [2.580, -2.642, 3.817], [1.252, -3.072, 3.995], [0.414, -2.381, 3.244], [-3.818, 0.352, 2.944], [-3.357, 1.297, 0.368], [-1.480, -0.932, 3.567], [1.664, -3.273, 0.839], [1.548, -3.974, -1.807], [0.333, -1.800, -2.985], [2.401, 1.035, 3.060], [2.819, 3.492, 1.960], [1.357, 3.394, -0.389], [3.247, -1.039, 2.422], [3.475, -3.015, 4.284], [0.874, -3.854, 4.635], [-2.212, 0.155, -2.436], [-1.553, 0.317, -3.976], [-2.360, -0.124, -5.077], [-3.012, -0.515, -5.939], [-0.302, 0.882, -4.206], [0.720, 1.408, -2.967], [0.178, 1.024, -5.548], [0.577, 1.109, -6.624], [-2.650, 4.537, -1.214], [-2.350, 3.242, -1.780], [-1.905, 3.244, -3.164], [-1.159, 2.699, -0.899], [-3.449, 2.259, -1.574]],
  "mulliken_spin": [0.069, 0.001, 0.003, -0.015, 0.005, 0.001, -0.009, 0.035, -0.003, 0.006, -0.013, -0.061, 0.003, 0.001, 0.002, 0.002, -0.008, 0.000, 0.000, 0.000, 0.000, 0.000, 0.000, 0.002, 0.000, 0.000, 0.001, 0.003, 0.000, 0.000, -0.002, 0.000, 0.000, 0.000, 0.457, -0.035, 0.004, -0.019, 0.141, 0.271, -0.007, 0.058, 0.013, -0.018, 0.010, 0.006, 0.099]
}



[6]
{
  "formula": "C2HClN2O",
  "method": "wB97M-V/def2-TZVPD",
  "smiles": "N#CN(Cl)C=O",
  "de_lowest_kj_mol": 184.3,
  "homo_energy_ev": -10.83,
  "largest_force_ev_per_a": 3.8,
  "gap_ev": 10.557,
  "elements": ["N", "C", "N", "Cl", "C", "O", "H"],
  "positions_angstrom": [[-2.257, 0.762, 0.670], [-1.173, 0.625, 0.334], [0.042, 0.366, -0.175], [0.568, 1.500, -1.337], [0.813, -0.777, 0.064], [1.718, -1.192, -0.567], [0.288, -1.284, 1.011]],
  "lowdin_charge": [0.184, -0.369, -0.466, 0.754, -0.375, 0.091, 0.180]
}



[7]
{
  "formula": "C5H9NO2",
  "method": "wB97M-V/def2-TZVPD",
  "smiles": "CNC=C(O)O.C#C",
  "de_lowest_kj_mol": 500.7,
  "homo_energy_ev": -7.45,
  "largest_force_ev_per_a": 6.7,
  "gap_ev": 8.017,
  "elements": ["C", "N", "C", "C", "O", "O", "H", "H", "H", "H", "H", "H", "H", "C", "C", "H", "H"],
  "positions_angstrom": [[-1.931, 0.540, 0.901], [-0.451, 0.463, 0.491], [0.576, 0.213, 1.453], [1.248, -0.924, 1.381], [0.806, -1.912, 0.318], [2.264, -1.308, 2.069], [-1.925, 1.374, 1.617], [-2.564, 0.842, 0.063], [-2.295, -0.443, 1.367], [-0.479, -0.210, -0.370], [0.706, 1.024, 2.126], [1.530, -2.515, 0.225], [2.580, -0.716, 2.758], [0.819, -0.735, -2.941], [0.698, 0.351, -2.375], [1.173, -1.670, -3.368], [0.307, 1.202, -2.051]],
  "lowdin_charge": [-0.102, -0.137, -0.121, -0.387, 0.003, 0.107, 0.060, 0.061, 0.090, 0.096, 0.104, 0.068, 0.136, 0.020, 0.004, 0.027, -0.028]
}



[8]
{
  "formula": "C2H6O3S2",
  "method": "wB97M-V/def2-TZVPD",
  "de_lowest_kj_mol": 167.0,
  "homo_energy_ev": -9.44,
  "largest_force_ev_per_a": 3.5,
  "gap_ev": 9.942,
  "elements": ["C", "C", "O", "O", "O", "S", "S", "H", "H", "H", "H", "H", "H"],
  "positions_angstrom": [[2.104, 1.175, -0.394], [-2.392, -0.612, 0.750], [-1.178, -0.395, -1.604], [0.097, 0.024, 0.603], [2.001, -1.301, -0.678], [1.794, -0.464, 0.465], [-0.870, -0.951, -0.307], [2.225, 1.920, 0.426], [1.267, 1.321, -1.066], [3.080, 1.213, -0.973], [-3.196, -0.756, 0.063], [-2.460, -1.507, 1.429], [-2.470, 0.333, 1.287]],
  "lowdin_charge": [-0.211, -0.196, -0.462, -0.669, -0.498, 0.910, 0.820, 0.051, 0.042, 0.077, 0.025, 0.058, 0.053]
}